Arrangement 1

DFT (ωB97M-V with the def2-TZVPD basis set) results for a cluster of 2 separate species, C2H10N2 in total.

Values from the calculation:
molecular weight	62.116	g mol⁻¹
structure (SMILES)	CN.CN
HOMO-LUMO gap	10.0	eV
E_LUMO	1.026	eV

Structure (XYZ):
```
14
C2H10N2 ωB97M-V with the def2-TZVPD basis set
C -0.6887 2.8647 -1.0901
N -0.5434 1.4968 -1.7788
H -1.5251 2.7271 -0.2542
H -0.9573 3.6818 -1.7395
H 0.2155 3.2576 -0.4910
H 0.1277 1.5514 -2.4932
H -0.3568 0.7716 -1.1188
C 0.4379 -2.9304 1.1057
N 0.6847 -1.4165 1.0981
H 1.4536 -3.4770 1.2247
H -0.1399 -3.0486 0.1314
H -0.1411 -3.1258 2.0876
H -0.0507 -1.2066 1.7148
H 1.4837 -1.1460 1.6032
```



Arrangement 2

DFT (ωB97M-V with the def2-TZVPD basis set) results for a cluster of 2 separate species, C2H10N2 in total.

Values from the calculation:
molecular weight	62.116	g mol⁻¹
structure (SMILES)	CCN.N
HOMO-LUMO gap	10.0	eV
E_LUMO	1.201	eV

Structure (XYZ):
```
14
C2H10N2 ωB97M-V with the def2-TZVPD basis set
N 0.7824 2.3711 6.1861
H 0.0959 2.7990 5.6268
H 1.7032 2.8851 6.2736
H 0.8028 1.4290 5.8828
C 0.6609 -1.4780 -2.2406
C -0.2799 -0.4009 -2.6433
N -1.7484 -0.6118 -2.3156
H 0.5835 -2.2713 -3.1211
H 1.5741 -1.0241 -2.0201
H 0.3890 -1.9799 -1.3609
H -0.0545 0.4561 -2.0143
H -0.1636 -0.1435 -3.6292
H -2.0415 -1.0428 -1.4087
H -2.3038 -0.9880 -3.2155
```



Arrangement 3

DFT (ωB97M-V with the def2-TZVPD basis set) results for a cluster of 2 separate species, C2H10N2 in total.

Values from the calculation:
molecular weight	62.116	g mol⁻¹
structure (SMILES)	CNC.N
HOMO-LUMO gap	9.8	eV
E_LUMO	1.103	eV

Structure (XYZ):
```
14
C2H10N2 ωB97M-V with the def2-TZVPD basis set
N 0.6512 1.7721 -1.2726
H 0.0003 2.5440 -1.4039
H 0.4923 1.2960 -0.3541
H 1.5607 2.2286 -1.1840
C -0.6129 -0.0283 1.3826
N 0.3837 -0.6722 0.4882
C -0.1334 -1.4211 -0.6643
H -1.4638 0.2846 0.6647
H -1.1236 -0.7893 2.0720
H -0.1141 0.7736 2.0681
H 1.0296 -1.2398 1.0610
H -0.8534 -2.1495 -0.3620
H 0.6942 -1.9625 -1.1174
H -0.5108 -0.6361 -1.3782
```



Energy relative to the most stable one, in hartree: arrangement 1 0.0290; arrangement 2 0.0174; arrangement 3 0.0000



Arrangement 1

DFT (ωB97M-V with the def2-TZVPD basis set) results for the molecule C4H7N3.

Values from the calculation:
molecular weight	97.121	g mol⁻¹
structure (SMILES)	Nc1c[nH]c(N)c1
HOMO-LUMO gap (spin up / spin down)	7.7 / 7.7	eV
E_LUMO (spin up / spin down)	0.974 / 0.974	eV

Structure (XYZ):
```
14
C4H7N3 ωB97M-V with the def2-TZVPD basis set
N 1.9611 -0.9199 1.0904
C 0.9089 -0.5825 0.2562
C 0.2212 0.6164 0.2574
C -1.1203 0.4832 -0.0981
N -1.8743 1.6475 0.0448
C -0.6651 -0.6077 -1.2792
N 0.3227 -1.3987 -0.6379
H 2.7681 -1.3242 0.6397
H 2.2024 -0.1407 1.6894
H 0.7030 1.5790 0.2357
H -2.8746 1.7200 0.1549
H -1.4098 2.5334 -0.1252
H -1.4664 -1.1867 -1.6586
H 0.3232 -2.4193 -0.5696
```



Arrangement 2

DFT (ωB97M-V with the def2-TZVPD basis set) results for the molecule C4H7N3.

Values from the calculation:
molecular weight	97.121	g mol⁻¹
structure (SMILES)	[H]/N=C(\C#N)NCC
HOMO-LUMO gap	10.5	eV
E_LUMO	0.776	eV

Structure (XYZ):
```
14
C4H7N3 ωB97M-V with the def2-TZVPD basis set
C -0.1819 -0.3200 -1.9713
C 0.5446 -0.7907 -0.7137
N -0.2936 -0.5192 0.4507
C 0.1219 0.3303 1.4429
N 1.3405 0.4764 1.7905
C -0.9829 1.1105 2.0120
N -1.8402 1.7899 2.3886
H -0.3845 0.7565 -1.9138
H -1.1432 -0.8397 -2.0799
H 0.4061 -0.5159 -2.8732
H 1.4875 -0.2527 -0.5691
H 0.7832 -1.8589 -0.7731
H -1.2888 -0.5381 0.2807
H 1.4313 1.1716 2.5288
```



Arrangement 3

DFT (ωB97M-V with the def2-TZVPD basis set) results for the molecule C4H7N3.

Values from the calculation:
molecular weight	97.121	g mol⁻¹
structure (SMILES)	Cc1cn(C)nn1
HOMO-LUMO gap	10.2	eV
E_LUMO	0.871	eV

Structure (XYZ):
```
14
C4H7N3 ωB97M-V with the def2-TZVPD basis set
C -1.7173 -0.2180 1.7914
N -0.5678 -0.2781 0.9133
C -0.4823 -0.0125 -0.4125
C 0.8665 -0.0209 -0.6729
C 1.6223 0.3458 -1.9081
N 1.5143 -0.3053 0.4911
N 0.6449 -0.4525 1.4403
H -1.4440 0.3881 2.6565
H -2.0155 -1.2145 2.1240
H -2.5446 0.2587 1.2629
H -1.3542 0.1484 -1.0321
H 2.2776 1.1929 -1.6798
H 2.2545 -0.4748 -2.2596
H 0.9455 0.6427 -2.7146
```



Energy relative to the most stable one, in hartree: arrangement 1 0.1171; arrangement 2 0.0000; arrangement 3 0.0088



Arrangement 1

DFT (ωB97M-V with the def2-TZVPD basis set) results for the molecule C4H7N3.

Values from the calculation:
molecular weight	97.121	g mol⁻¹
structure (SMILES)	Cn1nccc1N
HOMO-LUMO gap	9.5	eV
E_LUMO	0.805	eV

Structure (XYZ):
```
14
C4H7N3 ωB97M-V with the def2-TZVPD basis set
C 1.1646 -1.4982 -0.0703
C -2.0820 -0.1303 0.0148
C -1.3886 1.0959 -0.0993
C -0.0295 0.7276 -0.0156
H 1.9801 -0.9324 -0.5474
H 1.4415 -1.7531 0.9530
H 0.8691 -2.4720 -0.5522
H -3.1437 -0.2967 0.2511
H -1.7934 2.1334 -0.1330
H 1.2743 2.2596 -0.6470
H 1.7306 1.3982 0.9423
N -0.0481 -0.6603 -0.0840
N -1.2707 -1.1877 -0.0106
N 1.2957 1.3158 -0.0018
```



Arrangement 2

DFT (ωB97M-V with the def2-TZVPD basis set) results for the molecule C4H7N3.

Values from the calculation:
molecular weight	97.121	g mol⁻¹
structure (SMILES)	[H]/N=C(\C#N)NCC
HOMO-LUMO gap	10.4	eV
E_LUMO	0.605	eV

Structure (XYZ):
```
14
C4H7N3 ωB97M-V with the def2-TZVPD basis set
C 0.5175 -1.5262 -0.9286
C 0.7655 -0.0234 -1.0027
N 0.6660 0.5592 0.3361
C -0.5275 1.1143 0.7396
N -1.2008 1.9188 0.0173
C -1.0023 0.6335 2.0418
N -1.4378 0.1740 3.0104
H -0.4702 -1.7285 -0.4980
H 1.2668 -2.0036 -0.2851
H 0.5694 -1.9899 -1.9176
H 0.0245 0.4707 -1.6375
H 1.7539 0.1932 -1.4203
H 1.1316 0.0167 1.0496
H -2.0565 2.1910 0.4949
```



Arrangement 3

DFT (ωB97M-V with the def2-TZVPD basis set) results for the molecule C4H7N3.

Values from the calculation:
molecular weight	97.121	g mol⁻¹
structure (SMILES)	CNc1cc[nH]n1
HOMO-LUMO gap	9.0	eV
E_LUMO	1.140	eV

Structure (XYZ):
```
14
C4H7N3 ωB97M-V with the def2-TZVPD basis set
C 2.2592 0.1969 0.2760
N 1.2067 0.2008 -0.7119
C -0.1343 0.1240 -0.3747
N -1.0532 0.7258 -1.1151
N -2.2310 0.2603 -0.6387
C -2.0821 -0.5567 0.4300
C -0.7321 -0.6703 0.6454
H 1.9354 -0.3786 1.1478
H 3.1541 -0.3053 -0.1186
H 2.5267 1.2097 0.6170
H 1.3828 0.7258 -1.5546
H -3.0689 0.7221 -0.9463
H -2.9255 -1.0355 0.9147
H -0.2378 -1.2191 1.4291
```



Arrangement 4

DFT (ωB97M-V with the def2-TZVPD basis set) results for a structure of composition C4H7N3.

Values from the calculation:
molecular weight	97.121	g mol⁻¹
HOMO-LUMO gap	9.0	eV
E_LUMO	0.842	eV

Structure (XYZ):
```
14
C4H7N3 ωB97M-V with the def2-TZVPD basis set
C -2.1233 0.7405 0.2083
C -0.9409 -0.7786 -0.2146
C 0.4688 -0.4876 0.1010
C 1.5126 -0.2297 -0.7721
N 2.5772 -0.0366 0.0369
N 2.2394 -0.1441 1.3259
N 0.9785 -0.4272 1.3701
H -3.2122 0.5126 0.1571
H -1.9089 1.1228 1.2180
H -1.8437 1.4245 -0.5658
H -1.7761 -0.7442 0.4718
H -1.0943 -0.9412 -1.2787
H 1.5873 -0.1845 -1.8514
H 3.5354 0.1731 -0.2067
```



Energy relative to the most stable one, in hartree: arrangement 1 0.0221; arrangement 2 0.0038; arrangement 3 0.0000; arrangement 4 0.1200



Arrangement 1

DFT (ωB97M-V with the def2-TZVPD basis set) results for the molecule C4H7N3.

Values from the calculation:
molecular weight	97.121	g mol⁻¹
structure (SMILES)	Cc1ccnn1N
HOMO-LUMO gap	9.9	eV
E_LUMO	1.094	eV

Structure (XYZ):
```
14
C4H7N3 ωB97M-V with the def2-TZVPD basis set
C -0.7257 1.4277 -0.7760
C -0.1412 0.1543 -0.4459
C 0.5386 -0.6791 -1.2608
C 1.2011 -1.6182 -0.4705
H -1.8219 1.4424 -0.4123
H -0.3224 2.3519 -0.3785
H -0.9352 1.5019 -1.8587
H 0.6238 -0.6611 -2.3388
H 2.0034 -2.4083 -0.6798
H -1.1292 -0.4164 2.3255
H 0.2993 0.3016 2.6515
N 0.8336 -1.3868 0.8792
N 0.0694 -0.2601 0.8198
N -0.4937 0.2502 1.9453
```



Arrangement 2

DFT (ωB97M-V with the def2-TZVPD basis set) results for the molecule C4H7N3.

Values from the calculation:
molecular weight	97.121	g mol⁻¹
structure (SMILES)	NC1=C[C@@]2(N)N[C@@H]12
HOMO-LUMO gap	7.8	eV
E_LUMO	1.042	eV

Structure (XYZ):
```
14
C4H7N3 ωB97M-V with the def2-TZVPD basis set
N 0.8370 1.2501 -0.6442
C 0.9585 -0.0929 -0.2804
C -1.1154 -0.0573 -0.0812
N 2.1216 -0.6510 0.1959
N -2.4585 -0.0827 0.1378
C -0.2017 0.9901 0.4510
C -0.2488 -0.8790 -0.7213
H 1.5905 1.8245 -0.2661
H 2.1003 -1.6551 0.3147
H 2.6134 -0.2071 0.9590
H -3.0109 -0.7612 -0.3626
H -2.8984 0.8044 0.3258
H 0.0601 1.1146 1.4932
H -0.3476 -1.5974 -1.5217
```



Energy relative to the most stable one, in hartree: arrangement 1 0.0000; arrangement 2 0.0670